The following is a quantum chemistry calculation of the ion C3H8NO2 with charge +1, from OMol25.

Structure (ORCA input):
```
! wB97M-V def2-TZVPD RIJCOSX def2/J DEFGRID3
* xyz 1 1
O -1.436 -1.140 0.451
C -1.022 0.031 0.530
O -1.902 1.039 0.860
C 0.277 0.493 0.007
C 1.267 -0.461 0.670
N 0.184 0.135 -1.393
H -2.686 0.603 1.457
H 0.470 1.541 0.049
H 1.165 -0.290 1.666
H 0.979 -1.438 0.299
H 2.312 -0.501 0.579
H 0.741 -0.708 -1.534
H 0.389 0.906 -2.025
H -0.738 -0.210 -1.618
*
```

Output
Energy above the lowest of the compared OMol25 structures with the same formula, charge and spin ... 45.98 kcal/mol
Structure (SMILES) ... C[C@@H]([NH3+])C(=O)O
Total energy ... -8817.958 eV
Lowest unoccupied orbital energy ... -0.1415 hartree
Orbital gap ... 11.69 eV
HOMO level ... -15.5 eV